1.
16 unconnected molecules or ions with the total composition C32H76Cl20O6S6 in a non-equilibrium geometry, computed with ωB97M-V/def2-TZVPD.

As for the spin multiplicity: 1. Its largest force on an atom is 3.48 eV/A. The LUMO energy comes out at 0.30 eV. The value obtained for the HOMO energy is -8.78 eV. The HOMO-LUMO gap is 9.08 eV.

Geometry (Å):
C (0.35, 3.65, 3.63)
S (1.46, 3.51, 5.07)
O (0.97, 2.36, 5.83)
C (2.88, 2.86, 4.16)
H (0.14, 2.68, 3.25)
H (0.95, 4.11, 2.87)
H (-0.50, 4.25, 4.00)
H (3.23, 3.63, 3.41)
H (2.59, 1.91, 3.69)
H (3.73, 2.58, 4.83)
C (-0.49, -2.78, -4.68)
S (-1.14, -2.50, -6.27)
O (-2.60, -2.62, -6.03)
C (-0.87, -0.78, -6.40)
H (-0.91, -2.10, -3.93)
H (0.52, -2.71, -4.57)
H (-0.89, -3.77, -4.33)
H (-1.41, -0.49, -7.31)
H (0.15, -0.49, -6.56)
H (-1.27, -0.38, -5.52)
C (6.25, 3.55, -5.63)
S (7.26, 2.41, -4.60)
O (6.27, 1.59, -3.79)
C (7.70, 1.53, -6.05)
H (6.90, 4.02, -6.41)
H (5.82, 4.41, -5.08)
H (5.40, 3.06, -6.09)
H (8.21, 0.58, -5.77)
H (8.32, 2.14, -6.68)
H (6.88, 1.26, -6.72)
C (3.93, 3.93, -0.66)
S (2.94, 4.73, 0.58)
O (3.82, 5.05, 1.77)
C (2.85, 6.22, -0.34)
H (3.30, 3.54, -1.50)
H (4.43, 3.06, -0.23)
H (4.66, 4.67, -1.10)
H (2.26, 5.98, -1.24)
H (3.79, 6.66, -0.58)
H (2.28, 6.86, 0.30)
C (1.35, -7.12, 5.13)
S (1.49, -5.48, 5.60)
O (2.52, -4.78, 4.82)
C (-0.16, -5.02, 5.15)
H (1.00, -7.31, 4.11)
H (0.77, -7.69, 5.83)
H (2.37, -7.48, 5.19)
H (-0.39, -4.99, 4.08)
H (-0.45, -4.05, 5.47)
H (-0.79, -5.84, 5.60)
C (-4.01, 2.39, -2.33)
S (-3.44, 1.70, -3.84)
O (-1.99, 1.60, -3.64)
C (-4.20, 0.15, -3.61)
H (-3.53, 3.33, -2.41)
H (-3.73, 1.79, -1.49)
H (-5.09, 2.48, -2.41)
H (-4.09, -0.37, -4.52)
H (-5.23, 0.39, -3.58)
H (-3.78, -0.31, -2.75)
Cl (1.33, -5.32, -3.28)
C (1.39, -4.57, -1.66)
C (0.16, -5.18, -0.90)
Cl (0.11, -4.90, 0.87)
H (1.27, -3.50, -1.68)
H (2.33, -4.84, -1.20)
H (0.10, -6.26, -1.12)
H (-0.68, -4.72, -1.39)
Cl (-0.96, 4.71, -1.36)
C (-1.46, 5.34, 0.23)
C (-2.72, 4.65, 0.79)
Cl (-4.24, 5.25, -0.06)
H (-1.75, 6.38, 0.20)
H (-0.57, 5.24, 0.88)
H (-2.86, 4.88, 1.87)
H (-2.62, 3.58, 0.73)
Cl (-1.95, 4.21, 6.49)
C (-1.70, 3.35, 8.05)
C (-1.73, 1.87, 7.83)
Cl (-1.40, 1.21, 9.44)
H (-2.42, 3.71, 8.79)
H (-0.73, 3.70, 8.42)
H (-0.94, 1.50, 7.22)
H (-2.72, 1.45, 7.63)
Cl (-4.51, -0.19, 4.34)
C (-2.98, 0.46, 3.62)
C (-2.92, 0.45, 2.15)
Cl (-4.20, 1.35, 1.39)
H (-2.22, -0.21, 4.02)
H (-2.94, 1.46, 4.04)
H (-2.90, -0.57, 1.71)
H (-1.93, 0.96, 1.91)
Cl (2.39, 1.96, -6.13)
C (1.32, 2.23, -4.74)
C (0.86, 3.66, -4.69)
Cl (2.40, 4.68, -4.46)
H (1.87, 1.88, -3.85)
H (0.36, 1.66, -4.82)
H (0.27, 3.89, -3.83)
H (0.28, 4.01, -5.60)
Cl (-2.67, -6.31, -3.84)
C (-3.66, -4.91, -4.19)
C (-4.73, -4.78, -3.13)
Cl (-4.11, -3.99, -1.62)
H (-4.08, -4.97, -5.19)
H (-3.11, -3.98, -4.23)
H (-5.15, -5.71, -2.80)
H (-5.49, -4.05, -3.49)
Cl (-0.89, -1.03, 6.25)
C (0.74, -1.41, 5.78)
C (0.69, -1.91, 4.38)
Cl (0.71, -0.54, 3.25)
H (1.03, -2.22, 6.42)
H (1.35, -0.51, 5.91)
H (-0.27, -2.42, 4.19)
H (1.53, -2.50, 4.06)
Cl (3.73, -1.40, -0.63)
C (4.47, -0.37, -1.91)
C (4.01, -0.86, -3.24)
Cl (2.32, -0.83, -3.64)
H (5.57, -0.29, -1.81)
H (4.11, 0.63, -1.76)
H (4.46, -1.83, -3.51)
H (4.46, -0.20, -4.01)
Cl (-3.45, -3.76, 2.51)
C (-5.17, -3.91, 3.03)
C (-5.30, -5.06, 3.96)
Cl (-4.58, -4.62, 5.56)
H (-5.68, -4.09, 2.08)
H (-5.45, -2.92, 3.47)
H (-4.71, -5.90, 3.58)
H (-6.27, -5.46, 4.29)
Cl (1.09, 1.67, -1.29)
C (-0.26, 0.76, -0.52)
C (-0.59, -0.47, -1.32)
Cl (-1.93, -1.36, -0.46)
H (-1.11, 1.49, -0.63)
H (0.06, 0.51, 0.51)
H (0.14, -1.29, -1.36)
H (-0.98, -0.17, -2.26)

Atom charges from the Mulliken analysis, given in e for atoms 1 to 6: number 1, C, carries -0.03; number 2, S, carries 0.30; number 3, O, carries -0.46; number 4, C, carries -0.58; number 5, H, carries -0.02; number 6, H, carries -0.09

2.
A gas-phase ion, C3H7FN3 (charge +1) in a non-equilibrium geometry, computed with ωB97M-V/def2-TZVPD.

As for the spin multiplicity: 1. As for the SMILES: [H]/N=C(F)/[N+](N)=C\C. Its largest force on an atom is 3.73 eV/A. The LUMO energy comes out at -5.21 eV. The value obtained for the HOMO energy is -14.25 eV. As for the total charge: +1. The HOMO-LUMO gap is 9.03 eV. The calculation puts the relative energy (zero: lowest compared OMol25 entry of this formula, charge and spin) at 64.8 kcal/mol.

Geometry (Å):
H (-3.34, -0.17, -0.45)
N (-2.47, 0.32, -0.44)
C (-1.46, -0.34, -0.16)
F (-1.21, -1.60, -0.10)
N (-0.19, 0.50, -0.05)
N (-0.42, 1.84, -0.23)
C (1.05, 0.09, 0.24)
C (1.62, -1.22, 0.31)
H (-1.45, 2.13, -0.35)
H (0.47, 2.45, -0.28)
H (1.74, 0.93, 0.39)
H (2.28, -1.66, -0.61)
H (1.03, -2.02, 0.71)
H (2.35, -1.27, 1.02)

Atom charges from the natural (NBO) analysis, given in e for atoms 1 to 6: number 1, H, carries 0.42; number 2, N, carries -0.64; number 3, C, carries 0.79; number 4, F, carries -0.25; number 5, N, carries -0.14; number 6, N, carries -0.64

3.
A molecular structure, C6H15F6LiN2O7S2 in a non-equilibrium geometry, computed with ωB97M-V/def2-TZVPD.

As for the spin multiplicity: 2. Its largest force on an atom is 6.75 eV/A. The LUMO energy (spin up / spin down) comes out at -2.79 / -8.83 eV. The value obtained for the HOMO energy (spin up / spin down) is -13.23 / -13.20 eV. As for the total charge: +1. The HOMO-LUMO gap (spin up / spin down) is 10.45 / 4.37 eV.

Geometry (Å):
Li (1.15, -0.55, 0.70)
C (2.62, 2.39, -1.48)
F (2.66, 3.05, -2.71)
F (3.56, 1.41, -1.33)
F (2.84, 3.28, -0.44)
S (0.80, 1.64, -1.43)
O (-0.03, 2.69, -1.91)
O (0.85, 0.42, -2.28)
N (0.58, 1.20, 0.23)
S (-0.30, 2.33, 0.74)
O (0.32, 3.66, 0.76)
O (-1.65, 2.19, 0.25)
C (-0.46, 1.81, 2.68)
F (-0.87, 2.90, 3.36)
F (-1.33, 0.76, 2.81)
F (0.75, 1.43, 3.11)
C (-1.23, -2.85, 0.90)
C (-1.04, -2.41, -0.55)
C (-2.11, -1.27, -0.89)
O (-1.91, -0.74, -2.19)
C (-2.68, 0.40, -2.52)
N (0.34, -2.02, -0.74)
H (-2.23, -3.23, 1.09)
H (-1.11, -2.08, 1.67)
H (-0.65, -3.73, 1.15)
H (-1.22, -3.32, -1.12)
H (-2.02, -0.44, -0.20)
H (-3.11, -1.70, -0.85)
H (-3.74, 0.20, -2.35)
H (-2.54, 0.69, -3.56)
H (-2.34, 1.23, -1.90)
H (0.40, -1.37, -1.51)
H (0.83, -2.80, -1.15)
O (1.12, -1.32, 2.63)
H (1.81, -1.97, 2.75)
H (1.29, -0.67, 3.31)
O (3.18, -0.47, 0.95)
H (3.89, -1.00, 0.61)
H (3.61, 0.24, 1.42)

Atom charges from the natural (NBO) analysis, given in e for atoms 1 to 6: number 1, Li, carries 0.86; number 2, C, carries 0.79; number 3, F, carries -0.30; number 4, F, carries -0.31; number 5, F, carries -0.30; number 6, S, carries 2.11

4.
C5H10O in the gas phase in a non-equilibrium geometry, computed with ωB97M-V/def2-TZVPD.

As for the spin multiplicity: 1. As for the SMILES: OC1CCCC1. Its largest force on an atom is 3.45 eV/A. The LUMO energy comes out at 1.04 eV. The value obtained for the HOMO energy is -9.43 eV. The HOMO-LUMO gap is 10.47 eV. The calculation puts the relative energy (zero: lowest compared OMol25 entry of this formula, charge and spin) at 42.8 kcal/mol.

Geometry (Å):
O (1.33, 1.34, -1.06)
C (0.11, 0.24, -1.15)
C (-1.07, 0.63, -0.28)
C (-0.68, 0.14, 1.13)
C (0.08, -1.17, 0.87)
C (0.83, -0.88, -0.45)
H (1.25, 1.99, -0.34)
H (-0.03, 0.20, -2.23)
H (-1.27, 1.70, -0.36)
H (-1.98, 0.09, -0.61)
H (-1.54, 0.03, 1.80)
H (0.00, 0.87, 1.59)
H (0.77, -1.42, 1.68)
H (-0.63, -2.01, 0.80)
H (1.63, -0.02, -0.36)
H (1.19, -1.73, -1.03)

Atom charges from the natural (NBO) analysis, given in e for atoms 1 to 6: number 1, O, carries -0.81; number 2, C, carries 0.12; number 3, C, carries -0.44; number 4, C, carries -0.40; number 5, C, carries -0.40; number 6, C, carries -0.53

5.
C6H9FS in the gas phase in a non-equilibrium geometry, computed with ωB97M-V/def2-TZVPD.

As for the spin multiplicity: 1. As for the SMILES: CC/C(C=S)=C/CF. Its largest force on an atom is 6.13 eV/A. The LUMO energy comes out at -0.79 eV. The value obtained for the HOMO energy is -8.80 eV. The HOMO-LUMO gap is 8.01 eV. The calculation puts the relative energy (zero: lowest compared OMol25 entry of this formula, charge and spin) at 73.2 kcal/mol.

Geometry (Å):
C (2.16, -0.23, 0.64)
C (1.34, -0.66, -0.55)
C (0.07, 0.10, -0.29)
C (-0.03, 1.57, -0.46)
S (-1.27, 2.46, 0.04)
C (-1.09, -0.68, -0.06)
C (-2.38, -0.09, 0.30)
F (-3.22, -1.28, -0.13)
H (2.06, 0.81, 0.89)
H (1.79, -1.06, 1.34)
H (3.25, -0.25, 0.46)
H (1.09, -1.69, -0.72)
H (1.78, -0.27, -1.49)
H (0.94, 2.12, -0.94)
H (-1.23, -1.66, -0.33)
H (-2.43, 0.03, 1.52)
H (-2.84, 0.78, -0.22)

Atom charges from the natural (NBO) analysis, given in e for atoms 1 to 6: number 1, C, carries -0.61; number 2, C, carries -0.43; number 3, C, carries -0.06; number 4, C, carries -0.33; number 5, S, carries 0.07; number 6, C, carries -0.15

6.
6 unconnected molecules or ions with the total composition C49H81ClF3IN5O11Si in a non-equilibrium geometry, computed with ωB97M-V/def2-TZVPD.

As for the spin multiplicity: 1. Its largest force on an atom is 2.73 eV/A. The LUMO energy comes out at -2.40 eV. The value obtained for the HOMO energy is -11.00 eV. As for the total charge: +1. The HOMO-LUMO gap is 8.60 eV.

Geometry (Å):
C (3.98, 0.74, 2.76)
C (3.44, 1.60, 1.61)
F (4.05, 2.84, 1.72)
N (2.00, 1.74, 1.63)
C (1.48, 2.46, 2.79)
C (0.85, 1.43, 3.76)
O (1.04, 0.25, 3.64)
N (0.07, 1.96, 4.87)
C (-1.10, 1.10, 5.12)
C (0.98, 1.77, 6.04)
C (1.19, 1.26, 0.69)
N (1.71, 0.54, -0.35)
C (0.72, -0.48, -0.87)
C (-0.50, 0.32, -1.35)
Cl (0.19, 1.53, -2.53)
C (-1.40, -0.62, -2.20)
C (-1.22, -2.14, -1.92)
C (-2.41, -2.97, -2.47)
I (-1.78, -4.07, -4.20)
C (-1.11, 0.97, -0.11)
C (-1.81, -0.19, 0.68)
C (-3.10, -0.58, 0.42)
C (-3.67, -1.60, 1.17)
C (-2.88, -2.22, 2.13)
C (-1.60, -1.74, 2.29)
N (-1.05, -0.74, 1.62)
C (-2.14, 2.11, -0.40)
F (-3.00, 1.77, -1.40)
F (-1.49, 3.23, -0.86)
C (-2.96, 2.57, 0.81)
C (-3.90, 3.77, 0.48)
Si (-5.71, 3.32, 0.09)
C (-5.99, 1.55, -0.51)
C (-6.26, 4.45, -1.33)
C (-6.91, 3.62, 1.52)
C (-6.50, 3.71, 2.85)
C (-7.46, 3.90, 3.82)
C (-8.80, 4.00, 3.52)
C (-9.20, 3.93, 2.20)
C (-8.25, 3.74, 1.21)
N (-0.13, 1.56, 0.82)
H (3.52, -0.25, 2.66)
H (5.05, 0.58, 2.57)
H (3.79, 1.17, 3.74)
H (3.84, 1.17, 0.69)
H (2.28, 2.94, 3.36)
H (0.78, 3.25, 2.52)
H (-0.85, 0.06, 5.36)
H (-1.84, 1.18, 4.31)
H (-1.59, 1.51, 6.01)
H (0.56, 2.20, 6.95)
H (1.17, 0.70, 6.23)
H (1.95, 2.23, 5.80)
H (2.45, -0.06, 0.01)
H (1.22, -0.96, -1.72)
H (0.52, -1.23, -0.10)
H (-1.13, -0.48, -3.25)
H (-2.47, -0.43, -2.14)
H (-0.29, -2.54, -2.34)
H (-1.21, -2.33, -0.84)
H (-3.30, -2.36, -2.65)
H (-2.69, -3.71, -1.71)
H (-3.71, -0.12, -0.35)
H (-4.70, -1.89, 0.98)
H (-3.26, -3.03, 2.74)
H (-0.98, -2.23, 3.05)
H (-2.28, 2.92, 1.60)
H (-3.58, 1.79, 1.27)
H (-3.53, 4.38, -0.35)
H (-3.91, 4.43, 1.36)
H (-5.65, 0.85, 0.27)
H (-5.56, 1.34, -1.49)
H (-7.08, 1.42, -0.60)
H (-6.16, 5.51, -1.10)
H (-5.66, 4.17, -2.21)
H (-7.30, 4.22, -1.61)
H (-5.44, 3.62, 3.07)
H (-7.14, 3.95, 4.86)
H (-9.48, 4.12, 4.36)
H (-10.25, 4.00, 1.92)
H (-8.57, 3.68, 0.18)
H (-0.31, 2.54, 1.02)
O (4.26, -3.59, -3.81)
C (3.74, -2.80, -4.55)
O (3.40, -1.58, -4.08)
C (2.94, -0.50, -4.91)
C (1.45, -0.60, -5.14)
C (3.38, -3.17, -5.97)
H (3.51, -0.44, -5.84)
H (3.16, 0.41, -4.35)
H (1.18, -1.51, -5.68)
H (1.09, 0.25, -5.72)
H (0.93, -0.63, -4.19)
H (2.43, -3.70, -5.97)
H (4.15, -3.82, -6.36)
H (3.31, -2.32, -6.65)
O (4.32, 1.15, -8.38)
C (5.07, 1.83, -7.73)
O (4.97, 1.82, -6.39)
C (5.91, 2.44, -5.50)
C (5.60, 3.91, -5.30)
C (6.06, 2.76, -8.39)
H (6.93, 2.27, -5.84)
H (5.80, 1.91, -4.55)
H (5.67, 4.47, -6.23)
H (6.29, 4.35, -4.58)
H (4.58, 4.03, -4.94)
H (5.55, 3.68, -8.66)
H (6.43, 2.28, -9.29)
H (6.93, 2.99, -7.78)
O (-3.48, -5.61, 3.31)
C (-2.59, -6.05, 2.64)
O (-2.87, -6.80, 1.56)
C (-1.89, -7.22, 0.61)
C (-1.19, -8.49, 1.06)
C (-1.15, -5.86, 3.04)
H (-1.19, -6.41, 0.39)
H (-2.44, -7.41, -0.31)
H (-0.65, -8.34, 1.99)
H (-0.49, -8.82, 0.29)
H (-1.92, -9.28, 1.23)
H (-0.88, -6.61, 3.79)
H (-1.04, -4.87, 3.48)
H (-0.44, -5.91, 2.21)
O (0.10, -7.84, 5.24)
C (1.26, -7.75, 5.54)
O (1.92, -6.61, 5.28)
C (3.24, -6.33, 5.75)
C (4.30, -6.92, 4.83)
C (2.00, -8.92, 6.13)
H (3.36, -6.66, 6.79)
H (3.33, -5.25, 5.76)
H (4.23, -8.01, 4.79)
H (5.30, -6.66, 5.18)
H (4.16, -6.55, 3.82)
H (2.32, -9.58, 5.33)
H (1.32, -9.46, 6.79)
H (2.86, -8.64, 6.74)
O (2.39, 6.89, -4.89)
C (2.51, 6.81, -3.70)
O (3.39, 5.92, -3.19)
C (3.75, 5.86, -1.81)
C (2.76, 5.03, -1.02)
C (1.65, 7.62, -2.77)
H (3.89, 6.86, -1.40)
H (4.73, 5.38, -1.78)
H (1.77, 5.47, -1.04)
H (3.08, 4.94, 0.02)
H (2.68, 4.03, -1.45)
H (0.69, 7.12, -2.65)
H (1.48, 8.60, -3.22)
H (2.10, 7.80, -1.79)

Atom charges from the Mulliken analysis, given in e for atoms 1 to 6: number 1, C, carries -1.20; number 2, C, carries 0.16; number 3, F, carries -0.37; number 4, N, carries 0.21; number 5, C, carries -1.28; number 6, C, carries 0.65